The following is a DFT calculation (ωB97M-V/def2-TZVPD) of a 2-piece molecular cluster, C5H12 overall.

Each line ends with the Mulliken charge.
Element x y z (Å)
C -1.538622 -2.834132 -2.461797  -0.458
C -0.590062 -1.912429 -2.496607  -0.369
H -1.966392 -3.207099 -1.540224  0.238
H -1.964772 -3.217533 -3.380376  0.216
H -0.135155 -1.546331 -1.584521  0.133
H -0.166695 -1.550440 -3.423481  0.233
C 0.016449 1.246916 0.205261  -1.052
C 0.983939 1.769160 1.262450  -0.175
C 0.826835 1.028207 2.600216  -1.137
H -0.129598 0.165176 0.296793  0.223
H 0.411796 1.436046 -0.798970  0.353
H -0.972245 1.698456 0.267174  0.327
H 0.812149 2.839421 1.407650  0.261
H 2.002744 1.663703 0.897907  0.263
H 1.282431 1.548792 3.439009  0.346
H -0.230892 0.808242 2.755145  0.313
H 1.358091 0.063843 2.554371  0.284

Atoms 1-3, force components in eV/Å:
-0.2 0.2 -0.3
0.2 -0.3 0.3
0.1 0.0 0.1

Results
E_HOMO (eV): -10.2
Relative energy (zero: lowest compared OMol25 entry of this formula, charge and spin) (kcal per mole): 31.4
LUMO level (eV): 1.16
E_tot (eV): -5378.5798
Kohn-Sham gap (eV): 11.38
Total charge: 0

=====

The following is a DFT calculation (ωB97M-V/def2-TZVPD) of one molecule with the formula C5H12BN at a distorted geometry.

Each line ends with the Mulliken charge.
Element x y z (Å)
C -2.351362 -0.095398 0.581626  -0.968
C -1.633037 0.207894 -0.729864  -0.493
N -0.149869 0.160395 -0.476323  0.025
B 0.919958 1.358221 -0.702546  0.072
C 2.218312 0.816458 -0.103239  -0.551
C 1.956664 -0.693645 0.261562  -0.639
C 0.460405 -1.041432 -0.038547  -0.556
H -2.135960 -1.266597 0.605161  0.203
H -1.780519 0.567900 1.346271  0.221
H -3.395521 0.113240 0.541162  0.424
H -2.034026 -0.447728 -1.461559  0.314
H -2.034734 1.262561 -1.101460  0.256
H 0.555523 2.471447 -0.945650  -0.091
H 3.048600 0.693549 -0.809115  0.297
H 2.475799 1.303030 0.852218  0.289
H 2.529894 -1.424435 -0.298358  0.307
H 2.152143 -0.791818 1.304720  0.293
H 0.321685 -1.772107 -0.792748  0.335
H -0.002995 -1.444828 0.902503  0.263

Atoms 1-3, force components in eV/Å:
2.8 -1.5 0.2
-0.1 3.2 0.6
0.8 5.2 -2.1

Results
E_HOMO (eV): -8.6
Relative energy (zero: lowest compared OMol25 entry of this formula, charge and spin) (kcal per mole): 11.0
LUMO level (eV): 0.84
E_tot (eV): -7545.0273
Kohn-Sham gap (eV): 9.41
Total charge: 0

=====

The following is a DFT calculation (ωB97M-V/def2-TZVPD) of C5H12BrN2 as an isolated structure at a distorted geometry.

Each line ends with the Mulliken charge.
Element x y z (Å)
C 0.866976 -0.847347 0.782033  -0.786
C -0.309338 -1.115917 -1.295339  -0.598
C -0.163449 0.637467 0.139275  1.227
C 0.741399 1.511206 -0.613317  -1.334
C -0.806782 1.490796 1.221789  -1.818
N -1.062845 -0.092109 -0.743608  -0.384
N 0.528227 -1.973946 -0.100216  -0.222
Br -2.696122 -0.875154 0.213430  0.027
H 1.743620 -0.408991 0.464682  0.448
H 0.503159 -0.926673 1.844276  0.359
H -0.943252 -1.758040 -1.959618  0.435
H 0.477777 -0.741908 -1.936911  0.407
H 0.092353 2.283347 -1.081352  0.351
H 1.358758 1.072589 -1.416845  0.352
H 1.394661 1.917436 0.250536  0.414
H -1.014151 0.954160 2.130654  0.441
H -1.768887 1.858503 0.859433  0.407
H -0.192341 2.245939 1.582839  0.524
H 1.301179 -2.483710 -0.663312  0.370
H -0.050942 -2.747647 0.321570  0.381

Atoms 1-3, force components in eV/Å:
-3.7 1.7 0.6
-1.6 -1.8 -1.6
-0.1 -2.9 1.6

Results
E_HOMO (eV): -13.9
Relative energy (zero: lowest compared OMol25 entry of this formula, charge and spin) (kcal per mole): 83.5
LUMO level (eV): -4.61
E_tot (eV): -78392.7625
Kohn-Sham gap (eV): 9.25
Total charge: +1

=====

The following is a DFT calculation (ωB97M-V/def2-TZVPD) of C5H12CdMgO3 as an isolated structure at a distorted geometry.

Each line ends with the Mulliken charge.
Element x y z (Å)
O 1.852174 1.029383 0.486657  -0.392
Mg 3.653315 0.506913 -0.248326  -0.461
C -2.567737 1.935862 -1.464321  -0.715
O -1.677699 1.239217 -0.622375  -0.295
C -2.272247 0.502477 0.494783  -0.480
C -1.168560 -0.285026 1.137894  -0.831
C -0.942444 -1.641023 0.532390  -0.360
O 0.067572 -1.472178 -0.512853  -0.218
C 0.635358 -2.638891 -1.062449  -0.737
Cd 0.237549 0.565111 -0.423743  0.759
H -1.963722 2.485762 -2.194547  0.251
H -3.227627 1.225343 -1.985698  0.290
H -3.177358 2.639229 -0.876648  0.247
H -3.083388 -0.105987 0.051775  0.357
H -2.714247 1.244950 1.176544  0.384
H -1.199930 -0.283107 2.229792  0.455
H 1.686138 1.090642 1.526224  0.250
H -1.803529 -2.115314 0.025118  0.342
H -0.549896 -2.345357 1.281635  0.401
H 1.624961 -2.365381 -1.448706  0.217
H 0.814458 -3.414953 -0.302663  0.280
H -0.061508 -3.053757 -1.806897  0.256

Atoms 1-3, force components in eV/Å:
3.3 1.4 4.8
-0.1 0.0 -0.1
-0.4 0.2 -0.3

Results
E_HOMO (spin up / spin down) (eV): -5.4 / -5.4
LUMO level (spin up / spin down) (eV): 0.04 / 0.04
E_tot (eV): -21526.6364
Kohn-Sham gap (spin up / spin down) (eV): 5.43 / 5.42
Total charge: 0

=====

The following is a DFT calculation (ωB97M-V/def2-TZVPD) of a 2-piece molecular cluster, C5H12ClFN overall at a distorted geometry.

Each line ends with the Mulliken charge.
Element x y z (Å)
C 0.355702 0.615146 -0.114303  1.004
H -1.240497 -0.681349 -0.329041  0.478
C -0.153353 -0.829881 -0.137214  0.045
C 0.145689 1.341714 -1.423445  -1.433
H 0.526407 2.371772 -1.373409  0.372
H 0.568835 0.781864 -2.265102  0.377
H -0.936649 1.335535 -1.630090  0.325
C 0.027035 1.403578 1.131384  -1.441
H -1.062696 1.309206 1.298064  0.325
H 0.459925 0.954207 2.034864  0.373
H 0.319531 2.456211 1.009080  0.372
C -0.019777 -1.570523 1.193586  -1.516
H 1.035522 -1.668152 1.497486  0.250
H -0.587797 -1.071834 1.990151  0.370
H -0.432546 -2.584785 1.082368  0.423
N 0.400499 -1.557280 -1.274491  -0.554
H -0.199909 -2.334518 -1.524458  0.274
H 1.321386 -1.932407 -1.053569  0.240
Cl 2.424673 0.475081 0.006910  -0.362
F -2.951971 1.186424 -0.118766  -0.922

Atoms 1-3, force components in eV/Å:
1.2 0.0 0.0
0.4 0.1 0.1
-0.5 0.3 0.1

Results
E_HOMO (eV): -4.1
LUMO level (eV): 3.45
E_tot (eV): -22110.9992
Kohn-Sham gap (eV): 7.59
Total charge: -1

=====

The following is a DFT calculation (ωB97M-V/def2-TZVPD) of a 2-piece molecular cluster, C5H12ClOPS overall at a distorted geometry.

Each line ends with the Mulliken charge.
Element x y z (Å)
C 2.730443 -1.487438 1.775189  -1.161
C -2.272008 0.636486 -1.219154  -1.098
C -1.005148 2.734358 -1.807872  -1.363
C 1.331136 -2.050374 2.055395  -0.376
C -0.983562 1.435067 -0.981263  0.328
O 0.862457 -1.946665 -0.567600  -0.549
P 0.250410 -1.547301 0.685982  0.681
S -0.593211 1.577862 0.713464  -0.145
Cl -1.473391 -2.404099 1.035954  -0.224
H 2.569107 -0.430653 1.523292  0.291
H 3.557206 -1.411951 2.419596  0.386
H 3.108944 -1.810790 0.748775  0.296
H -2.137375 -0.280088 -0.796328  0.240
H -2.923303 1.245274 -0.720842  0.392
H -2.367248 0.730040 -2.251411  0.349
H -0.989925 2.520280 -2.894070  0.356
H -0.105306 3.394076 -1.571402  0.327
H -1.887655 3.232741 -1.502249  0.382
H 0.901780 -1.738439 2.940137  0.406
H 1.499346 -3.206452 1.950892  0.270
H -0.072698 0.808066 -1.536486  0.212

Atoms 1-3, force components in eV/Å:
-0.8 1.9 -3.6
2.9 2.5 -0.4
2.0 0.2 0.6

Results
E_HOMO (spin up / spin down) (eV): -8.9 / -8.6
Relative energy (zero: lowest compared OMol25 entry of this formula, charge and spin) (kcal per mole): 92.6
LUMO level (spin up / spin down) (eV): -1.69 / -1.86
E_tot (eV): -40071.6381
Kohn-Sham gap (spin up / spin down) (eV): 7.25 / 6.76
Total charge: 0

=====

The following is a DFT calculation (ωB97M-V/def2-TZVPD) of a 2-piece molecular cluster, C5H12ClP overall at a distorted geometry.

Each line ends with the Mulliken charge.
Element x y z (Å)
C 1.045848 -2.238976 -0.204848  -1.430
C 0.535995 0.219701 -0.921921  -1.151
C 1.411940 -0.306081 1.409566  -1.960
C -3.310528 2.370989 0.393652  -0.903
C 0.390177 -0.748803 0.231424  0.927
P -1.331501 -0.783133 0.957108  0.107
Cl -2.239825 -1.696077 -0.558665  -0.207
H 1.140027 -2.714013 0.675221  0.533
H 0.512499 -2.781344 -0.982321  0.379
H 2.045282 -2.000797 -0.566626  0.354
H 1.520830 0.698341 -0.889639  0.343
H -0.197545 0.993668 -0.850268  0.195
H 0.445093 -0.350041 -1.876334  0.342
H 1.165318 0.660618 1.624111  0.608
H 1.180886 -0.825241 2.306994  0.488
H 2.390929 -0.172798 1.112121  0.479
H -2.466707 2.351095 -0.250024  0.291
H -3.217946 2.753175 1.329227  0.314
H -4.282261 2.576278 -0.029427  0.292

Atoms 1-3, force components in eV/Å:
-1.3 4.1 -2.1
0.4 -0.8 -0.8
-3.6 -1.1 -1.5

Results
E_HOMO (spin up / spin down) (eV): -9.0 / -7.9
Relative energy (zero: lowest compared OMol25 entry of this formula, charge and spin) (kcal per mole): 105.8
LUMO level (spin up / spin down) (eV): -0.81 / 0.01
E_tot (eV): -27187.3008
Kohn-Sham gap (spin up / spin down) (eV): 8.21 / 7.96
Total charge: 0

=====

The following is a DFT calculation (ωB97M-V/def2-TZVPD) of C5H12FNP as an isolated structure at a distorted geometry.

Each line ends with the Mulliken charge.
Element x y z (Å)
C -0.082726 0.004020 -1.152783  -0.595
C 1.206404 0.762412 -1.545940  -0.646
C 1.492134 -0.223784 0.643307  -0.721
C 0.027537 -0.283124 0.381672  0.598
C -2.674970 -0.810690 0.616858  -0.868
N 1.739658 0.956808 -0.168137  -0.266
F -0.514247 1.180389 0.980162  -0.448
P -1.139458 -1.462877 1.219034  -0.078
H -1.034947 0.400739 -1.366061  0.436
H -0.083093 -1.022851 -1.636695  0.379
H 1.895315 0.112003 -2.067355  0.324
H 1.089083 1.692061 -2.126208  0.337
H 1.853920 -0.258363 1.783616  0.355
H 2.080100 -1.027936 0.214896  0.341
H -3.455188 -1.161821 1.334673  0.372
H -2.833250 -1.253350 -0.393383  0.244
H -2.438869 0.216871 0.560912  0.327
H 2.816681 1.168214 -0.200658  0.387
H 1.213439 1.781054 0.350185  0.430
H -1.157521 -0.769773 2.571905  0.091

Atoms 1-3, force components in eV/Å:
0.5 -3.0 0.3
-1.2 -0.5 0.5
0.5 -1.0 2.6

Results
E_HOMO (eV): -12.8
Relative energy (zero: lowest compared OMol25 entry of this formula, charge and spin) (kcal per mole): 21.5
LUMO level (eV): -3.51
E_tot (eV): -18867.4554
Kohn-Sham gap (eV): 9.32
Total charge: +1